{
  "formula": "C4H9N2",
  "method": "ωB97M-V with the def2-TZVPD basis set",
  "e_above_lowest_ev": 6.200,
  "e_homo_ev": [-13.13, -13.89],
  "lumo_ha": [-0.2057, -0.1548],
  "total_charge": 1,
  "orbital_gap_ev": [7.527, 9.680],
  "species": ["H", "N", "C", "H", "C", "C", "H", "H", "H", "C", "N", "H", "H", "H", "H"],
  "positions_angstrom": [[-0.1166, -1.7449, -2.0945], [0.2717, -0.6762, 0.6639], [0.9417, -1.3385, -0.3144], [0.6099, -0.9882, 2.8278], [-0.6594, 2.0202, -1.3659], [-0.8358, -0.5807, -0.2663], [-1.9480, -0.6905, 0.0736], [-1.3069, 2.6140, -0.7428], [0.3841, 1.9109, -1.0162], [0.4927, -0.1951, 2.0258], [-0.0989, -1.3797, -1.1543], [1.9729, -1.8137, -0.4076], [-0.7064, 1.9563, -2.3996], [-0.3964, 0.5957, 2.1754], [1.3953, 0.3105, 1.9950]],
  "mulliken_charge": [0.217, 0.028, 0.116, 0.284, -0.766, -0.356, 0.333, 0.328, 0.260, -0.675, -0.133, 0.381, 0.355, 0.287, 0.341]
}

{
  "formula": "C38H18CdF15GeN3S5",
  "method": "ωB97M-V with the def2-TZVPD basis set",
  "e_above_lowest_ev": 0.135,
  "e_homo_ev": -7.99,
  "lumo_ha": -0.0245,
  "orbital_gap_ev": 7.325,
  "species": ["H", "H", "F", "C", "C", "C", "C", "F", "N", "H", "H", "H", "C", "C", "F", "S", "C", "F", "H", "F", "S", "Cd", "C", "F", "F", "H", "H", "H", "C", "F", "H", "C", "F", "C", "Ge", "C", "H", "F", "C", "C", "C", "S", "C", "S", "C", "C", "H", "C", "H", "C", "H", "F", "F", "C", "C", "C", "C", "C", "C", "H", "F", "H", "N", "C", "C", "C", "N", "C", "C", "C", "H", "C", "C", "F", "H", "C", "S", "C", "C", "C", "F"],
  "positions_angstrom": [[-5.3172, -3.1976, 1.8469], [-1.7868, -1.2682, 2.9260], [3.7697, 0.9290, -6.7260], [-0.0156, 2.6059, -0.2263], [2.3856, -3.0768, -3.1224], [-1.6777, -3.3564, -6.9641], [-4.2848, -2.9558, 1.6593], [0.3659, -2.9507, -1.8749], [-2.2994, -1.8678, 2.2836], [-1.7724, -3.4554, -0.5842], [-2.0957, 2.5530, -0.7684], [0.3450, -1.7207, -4.7996], [0.0345, -2.2281, -5.7008], [3.0741, -3.8017, -4.0844], [5.1921, -0.2344, -0.2922], [-4.0177, -2.6037, -3.0268], [5.8058, -0.6499, -3.5482], [2.4408, -0.3828, -4.7844], [1.9636, 2.5918, 0.5915], [0.7236, -6.3774, -5.0243], [-0.0007, -1.7466, 1.0000], [-0.1740, -0.5072, -1.3751], [4.4269, -3.7343, -0.4318], [6.7284, -3.7762, 2.3564], [6.7198, -1.1303, 1.7326], [-2.8199, 1.7171, 1.4421], [-2.6811, -3.7452, -7.0496], [1.2279, 0.9575, 3.8089], [-2.6888, -1.4969, -2.8722], [7.8293, 0.1655, -4.4644], [0.3087, 2.9814, -1.1894], [-0.8367, 1.7156, 2.2609], [4.3388, -3.4813, -4.4019], [4.4337, -0.7978, -3.5828], [3.2961, -1.5846, -2.1860], [-1.6066, -2.2604, 1.1858], [-1.1591, 1.3879, 3.2428], [3.2338, -5.5571, -5.6589], [5.8140, 0.5710, -5.6077], [0.5197, 1.9548, 2.0397], [1.2538, -5.3227, -4.4138], [-3.8453, -4.7128, -5.1047], [-3.5933, -2.1764, 2.5331], [2.1782, 0.0777, -1.3416], [-2.3084, -3.0913, 0.2833], [0.9152, 2.4030, 0.7841], [-1.1428, -3.9235, -8.9454], [5.2025, -4.2135, 0.6153], [2.5058, 1.5142, 2.7282], [0.8931, -2.3223, -6.7812], [1.1628, -3.0372, -8.7882], [5.2020, -5.5117, 0.9264], [6.5307, -1.1926, -2.5598], [6.5043, 0.0317, -4.5340], [3.7785, -0.2503, -4.6722], [-3.6096, -3.4308, 0.5152], [1.5276, 1.7598, 3.1367], [2.5327, -4.8988, -4.7363], [0.5386, -4.6403, -3.4452], [-4.1292, -4.0682, -0.1868], [6.4724, 1.2130, -6.5722], [-4.0115, -1.7775, 3.4437], [-2.1212, -2.6357, -4.6669], [-1.7716, 1.9113, 1.2572], [-0.8030, -3.4491, -8.0362], [5.9742, -1.9809, 1.0284], [-1.7859, -1.6425, -3.7768], [5.9799, -3.3312, 1.3463], [-3.2398, -3.3516, -4.4032], [1.1172, -3.5428, -2.8327], [1.8821, -1.8942, -6.7065], [4.4038, -2.3972, -0.7837], [5.1832, -1.5440, -0.0186], [-0.6885, -5.0415, -3.1047], [1.6334, 2.6692, 3.7306], [-1.3639, 2.3637, 0.0077], [-2.5911, -0.3374, -1.5831], [-1.2482, -2.7640, -5.7866], [0.4846, -2.9469, -7.9519], [4.4364, 0.4249, -5.6850], [3.6901, -4.6423, -1.0942]],
  "mulliken_charge": [0.428, 0.236, -0.325, -0.749, -0.408, -0.833, -0.706, -0.345, 0.011, 0.520, 0.475, 0.635, 0.188, 0.669, -0.377, -0.133, 0.753, -0.292, 0.485, -0.358, -0.405, 1.664, 0.638, -0.300, -0.295, 0.422, 0.301, 0.355, 0.113, -0.299, 0.414, -0.371, -0.388, -0.743, 1.111, -0.022, 0.511, -0.354, 0.796, 0.626, 0.849, -0.341, -0.340, -0.671, -0.369, -0.278, 0.396, 0.005, 0.319, -0.296, 0.442, -0.290, -0.278, 0.076, 0.230, -0.248, -1.627, 0.116, 0.071, 0.524, -0.303, 0.417, 0.636, -0.391, -0.705, 0.077, -0.617, 0.637, 0.200, 0.002, 0.315, -0.350, 0.226, -0.435, 0.359, -0.546, -0.546, 0.123, -0.771, -0.003, -0.262]
}

{
  "formula": "C21H24N2OP2Pd",
  "method": "ωB97M-V with the def2-TZVPD basis set",
  "e_homo_ev": [-11.70, -14.72],
  "lumo_ha": [-0.2929, -0.3973],
  "multiplicity": 5,
  "total_charge": 2,
  "orbital_gap_ev": [3.734, 3.905],
  "s2": 6.05,
  "species": ["C", "C", "H", "H", "C", "C", "C", "H", "H", "H", "H", "C", "H", "H", "H", "Pd", "H", "C", "P", "C", "C", "H", "C", "N", "H", "H", "C", "C", "C", "H", "H", "H", "H", "C", "H", "C", "C", "C", "P", "N", "H", "C", "H", "H", "O", "H", "H", "C", "H", "C", "C"],
  "positions_angstrom": [[-4.2801, 0.6642, 0.7460], [-4.0415, 1.7891, 1.4541], [-0.0414, 2.4800, -0.6115], [3.0504, -2.9513, -1.9283], [-3.4328, -1.0611, -0.8766], [-1.4221, -3.2219, -3.1387], [-0.0380, -0.8893, 2.5796], [4.1982, -0.5153, -1.9704], [0.6453, -2.9054, -3.6850], [-0.5697, 1.9165, 3.5136], [1.1530, 2.0213, 3.9189], [2.3570, 2.8031, 1.0982], [0.3045, 3.4961, 3.2916], [3.6113, 0.8979, -1.0596], [-1.4849, -4.1359, -3.6727], [1.4480, -0.3553, 1.2577], [-0.1127, -1.3159, 1.3209], [-3.2960, 0.1079, -0.1171], [2.1607, -1.0320, -0.7668], [-2.4108, -1.5797, -1.6808], [-2.7975, 2.4583, 1.3491], [-2.6012, 3.3302, 1.9553], [0.3776, 2.3934, 3.2354], [3.5485, -1.7139, 3.3200], [-4.3526, -1.6230, -0.7785], [2.5983, 2.6215, 0.0395], [1.2425, -0.6016, -2.2628], [-0.2027, -2.4984, -3.1564], [-0.0641, -1.3537, -2.4115], [-3.4033, -3.3385, -2.4051], [2.2197, 3.8863, 1.2768], [4.4504, -0.4234, -0.2081], [1.6831, -3.3937, -0.8683], [-0.4504, 2.6438, 0.4087], [-0.4723, 3.7226, 0.6656], [-2.4815, -2.7838, -2.4290], [-1.8045, 1.9693, 0.5378], [-2.0413, 0.7728, -0.2243], [0.8083, 1.8970, 1.5236], [-1.0469, 0.3525, -1.0526], [1.0471, 0.4826, -2.1821], [2.5835, -2.7881, -0.9501], [-4.7771, 2.1820, 2.1153], [3.1764, 2.4139, 1.7215], [-0.3848, -0.9240, 3.6951], [1.9223, -0.7678, -3.1118], [-5.2227, 0.1540, 0.8291], [3.7633, -0.1828, -1.0214], [3.2697, -3.1110, -0.1672], [-1.1986, -0.8359, -1.6991], [2.8124, -1.1533, 2.5827]],
  "lowdin_spin": [0.123, 0.114, 0.001, 0.008, 0.384, 0.141, 0.124, 0.006, 0.004, 0.000, 0.000, 0.039, 0.012, 0.000, 0.004, 0.615, 0.062, 0.061, 0.201, 0.060, 0.108, 0.004, 0.049, 0.132, 0.015, 0.001, 0.052, 0.108, 0.136, 0.003, 0.011, 0.000, 0.001, 0.059, 0.012, 0.144, 0.111, 0.046, 0.267, 0.422, 0.003, 0.031, 0.003, 0.001, 0.121, 0.009, 0.003, 0.025, 0.000, 0.048, 0.115]
}

{
  "formula": "C16H14ClF22N3O5PS2",
  "method": "ωB97M-V with the def2-TZVPD basis set",
  "e_above_lowest_ev": 0.611,
  "e_homo_ev": -12.60,
  "lumo_ha": -0.1811,
  "total_charge": 1,
  "orbital_gap_ev": 7.675,
  "smiles": "O=C(F)CN(CCF)C1=[N+](S(=O)(=O)C(F)(F)C(F)(F)C(F)(F)F)[C@H](P(O)Cl)O[C@H](CCC(F)(F)C(F)(F)C(F)(F)C(F)(F)S(F)(F)(F)(F)F)N1",
  "species": ["Cl", "H", "H", "C", "C", "H", "F", "H", "S", "F", "F", "H", "C", "C", "F", "H", "C", "F", "F", "F", "H", "H", "O", "F", "C", "C", "F", "N", "F", "F", "S", "O", "C", "C", "F", "H", "N", "F", "H", "O", "H", "C", "F", "F", "H", "P", "C", "F", "F", "C", "H", "C", "F", "O", "F", "C", "H", "N", "F", "C", "O", "C", "F", "F"],
  "positions_angstrom": [[1.9407, -3.1460, -2.3137], [2.3277, 1.4424, 2.6080], [2.1660, 0.3687, -1.6625], [5.1827, -0.7162, 1.7853], [-2.5716, -1.5538, -3.0837], [-0.4872, 0.2731, -0.4581], [-5.3963, -0.5671, -3.3415], [0.9954, 3.2148, -0.8599], [-5.7496, 1.3768, -0.9319], [-6.5709, 2.7071, -0.8987], [1.5192, 4.9179, 0.9639], [-0.7650, 0.3346, -2.6744], [3.4606, -1.6762, 3.5761], [-1.4367, -1.6474, -2.0699], [-3.6603, -2.9621, -1.4635], [1.9999, 3.1469, 2.4546], [1.6145, 2.1588, 2.2394], [-6.9731, 0.6424, -1.5602], [-2.1889, -2.3032, -4.1445], [4.4841, 0.4270, 3.7771], [0.3798, -0.9097, -3.0705], [-1.8023, -1.4951, -1.0656], [0.6681, -1.3707, -0.2056], [-6.0802, -1.9229, -1.8143], [1.7362, 0.9586, 0.1702], [4.7051, -0.7858, 3.2710], [-3.4081, 0.1248, -1.0190], [1.3226, 1.9858, 0.8165], [6.3167, -0.0138, 1.7864], [-5.1847, 1.7923, -2.3389], [4.1284, 0.3462, 0.6354], [-0.6647, 4.7062, 1.3188], [1.9733, -1.4164, 0.3256], [0.5109, 2.9807, 0.0769], [-2.7639, -0.3096, -3.5436], [-1.0350, -2.6444, -2.1622], [2.4874, -0.0669, 0.7616], [3.5249, -2.0237, 4.8680], [-0.1310, 0.9960, 2.8262], [3.2293, -3.6998, 0.2144], [-0.4718, 2.5683, -0.0952], [-0.3514, -0.6057, -2.3301], [5.4451, -1.9100, 1.2683], [-6.2672, 1.0325, 0.5111], [-0.4134, 2.7270, 2.8487], [3.1416, -2.4391, -0.7991], [0.3295, 1.9589, 3.0440], [5.7387, -1.3299, 3.9275], [-4.5290, 2.1413, -0.2454], [-4.7125, -0.2168, -1.0309], [1.8813, -2.0145, 1.2265], [0.3528, 4.2719, 0.8462], [3.4366, -2.7826, 2.8366], [4.2120, 1.6431, 1.2386], [-4.9078, -0.9214, 0.0915], [0.2939, -0.2547, -1.0092], [3.7115, -4.4070, -0.2296], [1.3685, 0.7452, -1.1468], [-4.4041, -2.9855, -3.4814], [-5.0385, -1.1739, -2.2108], [4.6306, 0.3421, -0.6994], [-3.8907, -2.1844, -2.5332], [0.6525, 2.0199, 4.3614], [2.3330, -0.9657, 3.4107]],
  "mulliken_charge": [-0.209, -0.464, 0.565, 0.564, 1.010, 0.169, -0.260, 0.536, 1.493, -0.282, -0.209, 0.516, 0.582, -1.107, -0.275, 0.714, -0.077, -0.292, -0.360, -0.225, 0.397, 0.551, -0.283, -0.301, -1.453, 0.667, -0.179, 0.582, -0.237, -0.286, 1.342, -0.435, -0.310, -0.164, -0.286, 0.521, 0.632, -0.270, 0.281, -0.435, 0.267, -1.077, -0.202, -0.301, 0.340, 0.281, -0.299, -0.280, -0.325, 0.398, 0.530, 0.177, -0.230, -0.670, -0.295, -0.063, 0.362, -0.005, -0.330, 0.652, -0.643, 0.458, -0.319, -0.149]
}

{
  "formula": "C30H40BaF4N7S3",
  "method": "ωB97M-V with the def2-TZVPD basis set",
  "e_above_lowest_ev": 0.000,
  "e_homo_ev": -4.15,
  "lumo_ha": 0.0581,
  "total_charge": -1,
  "orbital_gap_ev": 5.732,
  "species": ["H", "H", "H", "H", "C", "H", "C", "H", "C", "H", "H", "H", "H", "C", "H", "N", "H", "C", "S", "C", "H", "N", "N", "H", "C", "H", "C", "C", "C", "F", "C", "C", "S", "H", "N", "N", "H", "H", "C", "C", "H", "C", "C", "H", "C", "H", "C", "C", "H", "H", "C", "N", "H", "C", "H", "H", "H", "C", "F", "H", "H", "H", "F", "H", "C", "C", "N", "C", "C", "F", "H", "H", "C", "C", "H", "H", "H", "H", "S", "H", "Ba", "H", "C", "H", "C"],
  "positions_angstrom": [[9.0789, 10.9036, 13.6708], [7.9254, 8.3836, 14.5236], [8.4321, 7.4514, 15.9748], [12.3901, 10.5647, 8.7271], [17.6117, 8.5711, 13.3821], [8.9410, 8.9002, 11.1522], [11.7065, 14.2852, 11.0770], [9.0331, 7.2620, 10.4726], [14.8830, 14.1330, 16.1189], [19.6926, 8.0750, 13.6139], [16.8906, 5.0289, 14.7770], [18.7997, 10.3659, 13.2067], [11.3571, 13.9843, 10.0905], [14.8562, 7.9351, 7.3206], [18.9815, 8.6752, 11.3306], [11.8327, 11.8427, 11.8509], [12.3391, 15.1620, 10.9573], [17.2035, 9.2231, 10.4118], [15.2128, 12.0802, 14.0025], [14.0476, 13.0032, 16.2395], [10.9281, 10.3096, 10.7575], [15.5587, 15.1126, 16.0915], [12.2970, 13.1500, 18.1567], [6.6831, 6.3274, 12.2735], [18.4328, 6.4435, 14.2297], [19.5259, 10.3115, 9.6821], [19.2468, 10.6248, 10.6856], [17.9584, 9.8656, 12.7168], [16.3293, 8.0893, 13.5127], [15.2587, 5.2756, 9.7573], [13.9745, 8.7565, 9.4768], [14.0931, 11.9110, 15.2833], [11.0584, 6.6083, 12.1788], [20.1452, 10.7640, 11.2866], [8.4792, 7.3631, 12.5281], [18.3975, 9.5247, 11.2935], [10.9301, 6.7702, 16.0835], [7.4407, 8.0233, 10.8519], [10.5508, 12.0345, 12.5982], [17.1037, 6.0153, 14.3878], [18.6754, 11.5503, 10.6531], [7.7043, 6.1126, 12.5943], [14.3450, 8.9528, 8.0953], [16.5690, 8.4715, 10.8703], [8.4788, 7.9169, 11.1621], [10.7136, 10.6588, 14.2623], [13.0913, 13.0637, 17.2821], [12.7588, 10.7940, 9.7370], [10.1839, 9.8914, 12.7368], [8.1440, 5.3529, 11.9198], [8.7705, 8.1265, 15.1795], [9.8662, 7.4788, 14.4084], [7.6935, 5.7172, 13.6132], [10.1087, 10.7801, 13.3649], [12.8039, 13.4402, 12.7587], [15.5525, 5.8942, 7.1749], [10.6785, 12.8546, 13.3122], [14.3857, 7.4574, 9.9674], [15.1401, 8.2147, 6.0279], [11.7894, 6.6420, 14.5377], [17.5949, 8.8498, 9.4483], [19.2616, 5.8001, 14.5258], [14.1683, 7.1930, 11.3193], [10.8900, 11.8718, 9.9346], [14.9420, 6.4676, 9.1883], [12.5253, 13.1566, 11.7369], [13.4115, 9.6265, 10.3133], [18.6735, 7.7143, 13.7232], [11.5280, 11.1966, 10.5596], [14.1855, 10.1915, 7.5296], [17.1134, 10.5665, 12.6406], [13.4536, 11.6437, 9.6302], [15.1456, 6.6635, 7.8125], [16.0453, 6.8347, 14.0210], [9.7560, 12.3378, 11.8995], [9.1413, 9.0368, 15.6529], [10.8415, 14.5799, 11.6660], [11.6083, 8.2285, 15.3434], [13.0317, 10.6137, 15.5916], [13.4793, 13.0199, 11.2041], [13.8790, 9.6318, 12.8765], [16.6482, 10.1401, 10.2260], [9.7773, 7.2068, 13.0709], [15.0099, 6.5169, 14.1035], [11.1198, 7.2746, 15.1407]],
  "mulliken_charge": [0.426, 0.349, 0.325, 0.467, -0.426, 0.038, -1.294, 0.387, -0.019, 0.349, 0.376, 0.459, 0.307, 0.181, 0.432, 1.037, 0.440, -0.783, -0.405, -0.008, -0.380, -0.684, -0.662, 0.364, -0.701, 0.371, -0.896, -0.818, 1.387, -0.330, 0.343, 1.125, -0.202, 0.362, 0.121, 0.089, 0.321, 0.352, -1.122, -0.475, 0.337, -0.989, 0.724, 0.052, -0.795, 0.093, 0.057, -1.078, -0.378, 0.307, -1.084, 0.277, 0.300, -0.178, 0.411, 0.471, 0.518, -0.635, -0.346, 0.309, 0.388, 0.351, -0.273, 0.397, 0.250, -0.441, 0.533, -0.522, -0.497, -0.388, -0.147, 0.349, -0.787, -1.206, 0.291, 0.398, 0.265, 0.213, -0.677, 0.209, 0.784, 0.397, 0.067, 0.390, -0.922]
}